No. 1
Molecular formula: C12H34F2HfN2O6
Method: DFT, ωB97M-V with the def2-TZVPD basis set

**E_tot**: -34964.888 eV
**ΔE to the lowest compared entry with this formula, charge and spin**: 2728.8 kJ/mol
**HOMO-LUMO gap**: 2.3 eV
**Charge**: +2
**Molecular weight**: 518.898 g mol⁻¹

Last column: natural (NBO) charge in e.
Geometry (Å):
1 Hf -16.74 -0.98 15.15  1.9466
2 F -20.36 -1.51 14.77  -0.5152
3 F -13.93 -3.03 16.47  -0.5213
4 C -11.65 1.53 11.18  -0.6591
5 C -12.12 0.14 11.63  -0.0820
6 C -10.98 -0.92 11.89  -0.0746
7 O -11.51 -2.20 12.22  -0.4295
8 C -10.47 -3.12 12.61  -0.2879
9 N -12.79 0.28 12.95  -0.7236
10 H -12.25 1.92 10.36  0.2455
11 H -10.65 1.64 10.75  0.2550
12 H -11.70 2.28 11.96  0.2129
13 H -12.79 -0.40 10.95  0.2149
14 H -10.30 -0.60 12.68  0.1837
15 H -10.41 -1.12 10.99  0.2194
16 H -9.67 -3.15 11.88  0.2028
17 H -10.88 -4.13 12.69  0.2134
18 H -10.09 -3.06 13.63  0.2154
19 H -12.91 1.28 12.88  0.3617
20 H -11.96 0.29 13.53  0.3608
21 C -17.14 -6.34 11.43  -0.5841
22 C -17.41 -5.38 12.65  -0.0834
23 C -17.26 -6.10 14.01  -0.0819
24 O -17.68 -5.16 14.97  -0.4070
25 C -18.14 -5.90 16.17  -0.2805
26 N -16.55 -4.21 12.62  -0.7080
27 H -17.45 -5.79 10.55  0.2287
28 H -17.75 -7.22 11.64  0.2462
29 H -16.07 -6.56 11.41  0.2110
30 H -18.47 -5.22 12.48  0.2252
31 H -16.21 -6.23 14.25  0.2091
32 H -17.73 -7.08 14.07  0.2176
33 H -19.16 -6.25 15.98  0.2230
34 H -18.21 -5.18 16.98  0.2152
35 H -17.58 -6.78 16.49  0.2183
36 H -16.77 -3.90 11.69  0.3772
37 H -15.67 -4.66 12.42  0.3738
38 C -16.89 0.01 20.18  -0.0829
39 C -15.68 0.93 19.84  -0.0826
40 O -15.32 1.06 18.49  -0.7439
41 O -17.63 -0.33 19.04  -0.7516
42 H -17.50 0.68 20.78  0.1897
43 H -16.47 -0.86 20.68  0.1797
44 H -14.87 0.50 20.43  0.1787
45 H -15.98 1.93 20.14  0.1692
46 H -14.70 1.79 18.48  0.4838
47 H -18.56 -0.37 19.26  0.4920
48 C -18.72 2.78 12.12  -0.0977
49 C -19.16 3.14 13.56  -0.1052
50 O -18.25 2.77 14.50  -0.7310
51 O -18.18 1.40 12.23  -0.7621
52 H -17.96 3.51 11.82  0.1785
53 H -19.52 2.74 11.38  0.1992
54 H -20.11 2.75 13.90  0.1927
55 H -19.45 4.19 13.65  0.1891
56 H -17.71 3.52 14.75  0.4846
57 H -18.50 1.08 11.38  0.4808

No. 2
Molecular formula: C12H34GaO11S3
Method: DFT, ωB97M-V with the def2-TZVPD basis set

**E_tot**: -120398.474 eV
**HOMO-LUMO gap**: 5.9 eV
**Charge**: -1
**Molecular weight**: 520.317 g mol⁻¹

Last column: natural (NBO) charge in e.
Geometry (Å):
1 C 6.47 1.79 -6.35  -0.6351
2 C 5.14 2.04 -7.05  0.0523
3 O 5.36 2.70 -8.30  -0.7211
4 C 4.21 2.89 -6.18  -0.0552
5 O 3.04 3.29 -6.80  -0.8892
6 Ga 1.66 1.98 -6.81  0.8133
7 H 7.23 1.64 -7.11  0.2089
8 H 6.78 2.64 -5.75  0.1881
9 H 6.44 0.89 -5.74  0.2013
10 H 4.65 1.09 -7.24  0.1902
11 H 5.41 3.65 -8.09  0.4569
12 H 4.04 2.37 -5.22  0.1465
13 H 4.80 3.79 -5.92  0.1182
14 H 2.25 0.48 -6.90  -0.3571
15 H 0.73 2.30 -8.10  -0.3589
16 H 0.73 2.11 -5.49  -0.3583
17 O -0.95 -2.82 -4.43  -0.9499
18 S -1.16 -1.43 -4.12  2.3788
19 O -0.08 -0.52 -4.08  -0.8953
20 O -1.97 -1.36 -2.73  -0.7318
21 C -1.42 -2.09 -1.62  -0.0715
22 C -0.25 -1.38 -0.99  -0.6487
23 C -2.43 -0.77 -5.15  -0.8878
24 H -1.16 -3.10 -1.93  0.2020
25 H -2.24 -2.18 -0.90  0.1777
26 H 0.61 -1.36 -1.66  0.2364
27 H 0.05 -1.88 -0.07  0.2238
28 H -0.50 -0.34 -0.76  0.2060
29 H -3.28 -1.45 -5.14  0.2368
30 H -2.01 -0.69 -6.15  0.2678
31 H -2.69 0.21 -4.78  0.2554
32 O -3.86 -3.03 2.26  -0.9340
33 S -2.62 -2.34 2.39  2.3848
34 O -1.43 -2.83 1.76  -0.9342
35 O -2.32 -2.12 3.95  -0.7372
36 C -2.38 -3.28 4.81  -0.0793
37 C -1.13 -4.14 4.71  -0.6397
38 C -2.84 -0.65 1.95  -0.8889
39 H -3.28 -3.86 4.58  0.2010
40 H -2.49 -2.88 5.81  0.2034
41 H -1.05 -4.61 3.73  0.2277
42 H -1.16 -4.92 5.47  0.2184
43 H -0.24 -3.53 4.85  0.2170
44 H -3.71 -0.26 2.48  0.2528
45 H -3.00 -0.61 0.88  0.2633
46 H -1.94 -0.09 2.22  0.2494
47 O -0.70 -0.30 7.22  -0.9488
48 S -0.32 0.79 6.37  2.3837
49 O 0.82 1.58 6.70  -0.9321
50 O -1.59 1.75 6.19  -0.7230
51 C -2.25 2.19 7.39  -0.0771
52 C -1.52 3.32 8.08  -0.6405
53 C -0.22 0.24 4.70  -0.9001
54 H -2.40 1.34 8.06  0.1990
55 H -3.24 2.52 7.06  0.1931
56 H -0.57 2.98 8.49  0.2281
57 H -2.13 3.72 8.90  0.2144
58 H -1.30 4.12 7.38  0.2186
59 H -1.13 -0.32 4.48  0.2669
60 H 0.65 -0.40 4.63  0.2582
61 H -0.11 1.11 4.06  0.2548

No. 3
Molecular formula: C12H34N2O4
Method: DFT, ωB97M-V with the def2-TZVPD basis set

**SMILES**: COC[C@H](C)N.COC[C@H](C)N.CCO.CCO
**E_tot**: -24156.718 eV
**ΔE to the lowest compared entry with this formula, charge and spin**: 705.5 kJ/mol
**HOMO-LUMO gap**: 9.4 eV
**Charge**: 0
**Molecular weight**: 270.414 g mol⁻¹

Last column: natural (NBO) charge in e.
Geometry (Å):
1 C 0.58 0.50 0.26  -0.6073
2 C -0.02 0.06 1.50  -0.0861
3 O 0.66 -0.94 2.12  -0.7592
4 H 0.13 1.45 -0.03  0.2025
5 H 0.56 -0.25 -0.53  0.1838
6 H 1.62 0.75 0.50  0.2156
7 H -1.04 -0.20 1.21  0.1753
8 H -0.11 0.90 2.19  0.1367
9 H 0.04 -1.37 2.71  0.4802
10 C -1.65 1.54 -1.33  -0.6251
11 C -2.34 0.20 -0.98  -0.0338
12 O -3.32 -0.11 -1.90  -0.7218
13 H -0.97 1.82 -0.53  0.1926
14 H -2.33 2.38 -1.34  0.2064
15 H -1.14 1.52 -2.30  0.2026
16 H -2.82 0.35 -0.01  0.1572
17 H -1.52 -0.52 -1.01  0.1596
18 H -3.00 -0.76 -2.54  0.4705
19 C 2.32 0.42 -1.98  -0.6145
20 C 2.82 1.93 -2.21  -0.0742
21 C 2.38 3.00 -1.15  -0.0767
22 O 2.91 4.35 -1.32  -0.5494
23 C 2.45 4.98 -2.56  -0.2757
24 N 4.24 1.90 -2.47  -0.8160
25 H 2.10 -0.12 -2.90  0.2093
26 H 1.41 0.36 -1.38  0.2147
27 H 3.08 -0.13 -1.43  0.2052
28 H 2.26 2.27 -3.08  0.1769
29 H 2.75 2.64 -0.19  0.1807
30 H 1.30 3.10 -1.03  0.1666
31 H 3.00 4.60 -3.42  0.1730
32 H 2.33 6.07 -2.58  0.2016
33 H 1.41 4.76 -2.80  0.1676
34 H 4.74 1.78 -1.59  0.3441
35 H 4.57 2.84 -2.64  0.3531
36 C -2.28 -1.25 0.84  -0.6131
37 C -2.16 -2.10 2.17  -0.0576
38 C -1.34 -3.47 1.92  -0.0792
39 O -1.60 -4.41 2.99  -0.5830
40 C -1.27 -5.80 2.90  -0.2394
41 N -1.45 -1.29 3.20  -0.8566
42 H -2.77 -1.86 0.08  0.2178
43 H -1.33 -1.07 0.35  0.2249
44 H -2.86 -0.33 0.90  0.2012
45 H -3.18 -2.28 2.52  0.1890
46 H -0.30 -3.28 1.69  0.1946
47 H -1.83 -3.97 1.09  0.1693
48 H -0.18 -5.77 2.98  0.1794
49 H -1.64 -6.24 1.98  0.1646
50 H -1.79 -6.34 3.69  0.1967
51 H -1.23 -1.93 3.94  0.3782
52 H -2.18 -0.65 3.48  0.3773

No. 4
Molecular formula: C12H34N3O4Ti
Method: DFT, ωB97M-V with the def2-TZVPD basis set

**E_tot**: -48767.173 eV
**ΔE to the lowest compared entry with this formula, charge and spin**: 0.0 kJ/mol
**HOMO-LUMO gap (spin up / spin down)**: 3.8 / 8.1 eV
**2S+1**: 4
**Charge**: 0
**Molecular weight**: 332.288 g mol⁻¹

Last column: Löwdin spin population.
Geometry (Å):
1 Ti 0.08 0.47 -0.25  2.3890
2 O -0.84 2.54 0.24  0.0451
3 H -1.63 2.87 0.65  0.0009
4 C 3.75 0.93 -2.14  0.0106
5 C 2.56 1.89 -2.14  0.0094
6 C 1.48 1.54 -3.12  0.0291
7 O 1.92 1.75 -4.44  0.0079
8 C 1.00 1.25 -5.37  0.0011
9 N 2.00 1.86 -0.75  0.0570
10 H 4.09 0.68 -3.15  0.0001
11 H 3.45 0.00 -1.66  0.0073
12 H 4.58 1.39 -1.59  0.0008
13 H 2.91 2.92 -2.24  0.0006
14 H 0.56 2.09 -2.88  0.0045
15 H 1.25 0.47 -2.94  0.0229
16 H 1.44 1.34 -6.37  0.0001
17 H 0.09 1.86 -5.43  0.0002
18 H 0.76 0.21 -5.15  0.0012
19 H 2.78 2.08 -0.12  0.0096
20 H 1.46 2.71 -0.54  0.0068
21 C -0.11 -1.68 2.91  0.0080
22 C -0.85 -0.35 2.86  0.0167
23 C -1.11 0.09 4.30  0.0024
24 O -1.88 1.28 4.31  0.0017
25 C -2.24 1.66 5.61  0.0002
26 N -0.03 0.59 2.10  0.0591
27 H 0.11 -1.98 1.89  0.0045
28 H -0.66 -2.51 3.36  0.0003
29 H 0.81 -1.61 3.49  0.0008
30 H -1.82 -0.42 2.36  0.0068
31 H -0.18 0.28 4.84  0.0008
32 H -1.68 -0.68 4.83  0.0002
33 H -1.45 1.73 6.37  0.0000
34 H -2.98 0.96 6.02  0.0000
35 H -2.70 2.65 5.55  0.0000
36 H -0.48 1.48 1.83  0.0064
37 H 0.75 0.86 2.69  0.0092
38 C -3.15 -2.33 -1.08  0.0065
39 C -1.83 -1.61 -0.70  0.0335
40 C -0.60 -2.40 -1.10  0.0184
41 O 0.52 -1.68 -0.59  0.1005
42 C 1.75 -2.36 -0.48  0.0332
43 N -1.81 -0.31 -1.44  0.0256
44 H -3.27 -2.60 -2.12  0.0021
45 H -3.95 -1.67 -0.75  0.0011
46 H -3.22 -3.19 -0.40  0.0004
47 H -1.83 -1.29 0.35  0.0169
48 H -0.56 -2.45 -2.19  0.0064
49 H -0.64 -3.41 -0.70  0.0012
50 H 2.42 -1.69 0.06  0.0174
51 H 2.13 -2.67 -1.45  0.0042
52 H 1.62 -3.25 0.14  0.0017
53 H -2.10 -0.48 -2.40  0.0026
54 H -2.62 0.20 -1.09  0.0067

Copy entry 4 word for word.
Molecular formula: C12H34N3O4Ti
Method: DFT, ωB97M-V with the def2-TZVPD basis set

**E_tot**: -48767.173 eV
**ΔE to the lowest compared entry with this formula, charge and spin**: 0.0 kJ/mol
**HOMO-LUMO gap (spin up / spin down)**: 3.8 / 8.1 eV
**2S+1**: 4
**Charge**: 0
**Molecular weight**: 332.288 g mol⁻¹

Last column: Löwdin spin population.
Geometry (Å):
1 Ti 0.08 0.47 -0.25  2.3890
2 O -0.84 2.54 0.24  0.0451
3 H -1.63 2.87 0.65  0.0009
4 C 3.75 0.93 -2.14  0.0106
5 C 2.56 1.89 -2.14  0.0094
6 C 1.48 1.54 -3.12  0.0291
7 O 1.92 1.75 -4.44  0.0079
8 C 1.00 1.25 -5.37  0.0011
9 N 2.00 1.86 -0.75  0.0570
10 H 4.09 0.68 -3.15  0.0001
11 H 3.45 0.00 -1.66  0.0073
12 H 4.58 1.39 -1.59  0.0008
13 H 2.91 2.92 -2.24  0.0006
14 H 0.56 2.09 -2.88  0.0045
15 H 1.25 0.47 -2.94  0.0229
16 H 1.44 1.34 -6.37  0.0001
17 H 0.09 1.86 -5.43  0.0002
18 H 0.76 0.21 -5.15  0.0012
19 H 2.78 2.08 -0.12  0.0096
20 H 1.46 2.71 -0.54  0.0068
21 C -0.11 -1.68 2.91  0.0080
22 C -0.85 -0.35 2.86  0.0167
23 C -1.11 0.09 4.30  0.0024
24 O -1.88 1.28 4.31  0.0017
25 C -2.24 1.66 5.61  0.0002
26 N -0.03 0.59 2.10  0.0591
27 H 0.11 -1.98 1.89  0.0045
28 H -0.66 -2.51 3.36  0.0003
29 H 0.81 -1.61 3.49  0.0008
30 H -1.82 -0.42 2.36  0.0068
31 H -0.18 0.28 4.84  0.0008
32 H -1.68 -0.68 4.83  0.0002
33 H -1.45 1.73 6.37  0.0000
34 H -2.98 0.96 6.02  0.0000
35 H -2.70 2.65 5.55  0.0000
36 H -0.48 1.48 1.83  0.0064
37 H 0.75 0.86 2.69  0.0092
38 C -3.15 -2.33 -1.08  0.0065
39 C -1.83 -1.61 -0.70  0.0335
40 C -0.60 -2.40 -1.10  0.0184
41 O 0.52 -1.68 -0.59  0.1005
42 C 1.75 -2.36 -0.48  0.0332
43 N -1.81 -0.31 -1.44  0.0256
44 H -3.27 -2.60 -2.12  0.0021
45 H -3.95 -1.67 -0.75  0.0011
46 H -3.22 -3.19 -0.40  0.0004
47 H -1.83 -1.29 0.35  0.0169
48 H -0.56 -2.45 -2.19  0.0064
49 H -0.64 -3.41 -0.70  0.0012
50 H 2.42 -1.69 0.06  0.0174
51 H 2.13 -2.67 -1.45  0.0042
52 H 1.62 -3.25 0.14  0.0017
53 H -2.10 -0.48 -2.40  0.0026
54 H -2.62 0.20 -1.09  0.0067

Question: Which value of molecular weight does entry 2 give?
Answer: 520.317 g mol⁻¹